160
Properties=species:S:1:pos:R:3:forces:R:3:lowdin_charge:R:1 method="wB97M-V/def2-TZVPD" homo_energy_ha=-0.3380 relative_energy_kcal_mol=47.13 smiles="COC[C@H](C)N.COC[C@H](C)N.COC[C@H](C)N.COC[C@H](C)N.COC[C@H](C)N.COC[C@H](C)N.COC[C@H](C)N.COC[C@H](C)N.NC(N)=O.NC(N)=O.NC(N)=O" multiplicity=1 lumo_ev=0.0 fmax_ev_per_a=2.42
C 4.2882 3.7140 -7.6023 0.6 0.0 1.1 -0.14
O 4.8583 2.8921 -8.5884 0.3 0.5 -0.3 -0.18
C 5.4679 3.6384 -9.6348 -0.5 0.1 -0.4 -0.18
C 4.4135 4.0315 -10.6628 -1.0 -0.1 -0.8 -0.44
C 4.0149 2.8476 -11.5571 0.7 -0.3 0.5 -0.05
N 4.8115 5.1426 -11.5410 0.2 0.4 0.6 0.03
H 4.9521 4.5231 -7.2632 0.1 0.1 -0.5 0.07
H 4.2548 3.1003 -6.7060 -0.7 0.0 -0.1 0.05
H 3.3234 4.1705 -7.8376 -0.1 -0.3 -0.1 0.09
H 5.9267 4.5513 -9.2398 0.3 -0.1 0.1 0.12
H 6.2037 2.9859 -10.1026 0.2 0.1 0.1 0.13
H 3.5157 4.3082 -10.0899 0.0 0.0 0.1 0.12
H 3.3201 2.2100 -11.0137 -0.1 -0.1 -0.3 0.05
H 4.8981 2.2375 -11.7677 0.0 0.0 0.0 0.08
H 3.6333 3.1514 -12.5295 -0.4 0.1 0.1 0.08
H 4.8839 5.9868 -10.9746 0.3 -0.1 0.0 0.07
H 4.0412 5.3659 -12.1624 0.0 -0.3 -0.2 0.07
C 10.4348 4.3324 2.8781 -0.1 1.0 1.1 -0.14
O 10.5647 4.5715 1.5108 -0.5 0.4 -0.6 -0.21
C 11.6761 5.4215 1.2020 0.6 -2.1 0.8 -0.20
C 11.7171 5.8074 -0.2656 -0.3 -0.3 0.6 -0.43
C 10.5468 6.6480 -0.7524 0.4 0.2 -0.2 -0.05
N 11.8949 4.6650 -1.1552 0.4 -0.6 0.0 0.05
H 11.3926 4.1894 3.3977 0.1 -0.5 -0.3 0.09
H 9.7480 3.5165 3.0914 0.1 -0.2 -0.3 0.08
H 10.0191 5.2154 3.3929 -0.1 0.0 -0.2 0.09
H 11.8499 6.1901 1.9638 -0.7 0.5 -0.4 0.13
H 12.5202 4.7299 1.3954 0.4 0.4 -0.3 0.12
H 12.6504 6.3751 -0.3363 -0.2 0.3 -0.2 0.14
H 10.9068 7.0516 -1.6998 -0.4 0.4 0.0 0.08
H 10.2803 7.4298 -0.0408 0.2 0.2 -0.1 0.09
H 9.6264 6.1001 -0.9558 0.2 -0.4 0.1 0.04
H 11.1390 3.9869 -1.1415 -0.4 0.4 0.2 0.05
H 12.6836 4.1127 -0.8262 0.2 0.2 -0.2 0.07
C 7.4155 -0.2144 0.8179 -1.3 -1.1 0.9 -0.13
O 8.4796 -1.0319 0.4022 0.2 0.5 -0.5 -0.18
C 9.6855 -0.7878 1.1129 -0.8 -0.2 0.4 -0.21
C 10.3518 0.5194 0.7260 0.7 -0.2 -0.8 -0.45
C 10.8625 0.4506 -0.7276 -0.4 0.0 0.8 -0.05
N 11.5441 0.6625 1.5559 0.3 0.3 0.4 0.04
H 7.7137 0.7229 1.2830 0.0 0.1 -0.2 0.07
H 6.8074 -0.7818 1.5458 0.4 0.2 0.4 0.09
H 6.6465 -0.0880 0.0531 0.7 0.4 -0.6 0.09
H 9.4721 -0.8202 2.1932 0.1 0.2 0.0 0.13
H 10.3155 -1.6556 0.9197 0.3 0.2 -0.2 0.13
H 9.6632 1.3718 0.7696 -0.1 -0.1 0.3 0.11
H 10.0501 0.3169 -1.4394 0.0 0.0 0.0 0.08
H 11.5308 -0.4091 -0.7629 0.2 0.2 -0.3 0.08
H 11.3735 1.3934 -0.9280 0.2 -0.1 -0.3 0.06
H 11.3699 0.9355 2.5169 -0.4 -0.2 0.0 0.07
H 12.1580 1.3860 1.1994 0.0 -0.1 -0.2 0.06
C 7.7087 3.4444 -0.6160 1.5 -1.3 -1.2 -0.11
O 6.9267 3.6741 -1.7733 -0.4 1.2 0.7 -0.20
C 7.6989 4.0843 -2.8766 -0.6 -0.6 -1.1 -0.20
C 6.7422 4.1921 -4.0597 0.1 -0.5 -0.7 -0.42
C 5.9859 2.8980 -4.2957 -1.2 -0.9 -0.2 -0.05
N 7.4281 4.5604 -5.3088 0.3 0.9 0.8 0.05
H 8.2177 2.5035 -0.8750 -0.1 -0.4 0.9 0.09
H 7.1376 3.3679 0.3013 -0.3 0.0 -0.1 0.09
H 8.5780 4.1005 -0.4904 -0.5 0.7 0.0 0.06
H 8.2430 5.0185 -2.7056 0.1 0.0 0.1 0.12
H 8.3794 3.2756 -3.1858 0.5 0.2 0.4 0.14
H 5.9989 4.9792 -3.9238 0.0 0.0 0.4 0.10
H 5.5944 2.9019 -5.3128 -0.1 0.3 0.0 0.05
H 5.1136 2.7688 -3.6505 0.1 0.1 0.2 0.08
H 6.5074 1.9336 -4.2902 0.7 0.4 0.5 0.08
H 6.6743 4.7812 -5.9447 0.3 -0.1 -0.5 0.05
H 8.0011 3.8108 -5.6741 -0.2 -0.1 -0.1 0.08
C 5.7951 -2.6898 -10.0614 0.0 1.3 -1.1 -0.12
O 6.0334 -2.1891 -8.7693 0.3 -0.4 -0.1 -0.20
C 7.2219 -2.6893 -8.1837 -0.4 -0.3 0.9 -0.21
C 7.1343 -2.3704 -6.6956 -0.5 1.2 -0.1 -0.45
C 6.9926 -0.8487 -6.4778 -0.1 -0.7 0.1 -0.06
N 8.3155 -2.8058 -5.9623 0.0 -1.1 0.2 0.03
H 6.6944 -2.6356 -10.6889 0.1 -0.1 0.2 0.09
H 5.1144 -1.9592 -10.5095 -0.2 -0.3 0.0 0.09
H 5.3614 -3.6859 -10.1871 0.0 -0.1 0.7 0.09
H 7.2161 -3.7749 -8.3324 0.5 -0.1 0.0 0.13
H 8.1465 -2.2276 -8.5479 -0.1 -0.1 -0.5 0.13
H 6.1734 -2.7622 -6.3365 0.2 -0.5 0.0 0.14
H 6.2130 -0.4538 -7.1261 0.0 0.2 0.1 0.06
H 7.9458 -0.3476 -6.6414 0.0 0.1 -0.1 0.08
H 6.6962 -0.7338 -5.4327 0.0 0.4 0.0 0.07
H 8.5666 -3.7600 -6.2213 0.0 0.1 -0.3 0.07
H 8.0632 -2.9483 -4.9869 0.1 0.5 0.1 0.08
C 2.9450 0.3115 -6.5124 0.3 0.7 0.0 -0.09
O 1.7029 0.4679 -7.1600 -0.3 -0.3 -0.1 -0.17
C 1.7979 0.9497 -8.4762 0.8 -0.9 -0.8 -0.23
C 0.4775 1.4931 -8.9873 -0.5 -0.3 0.6 -0.45
C -0.6298 0.4491 -8.9174 0.8 -0.6 0.0 -0.06
N 0.5830 2.0085 -10.3455 0.7 0.4 0.0 0.04
H 3.7448 -0.2623 -7.0021 -0.6 -0.2 -0.6 0.08
H 2.7698 -0.1834 -5.5602 -0.1 0.3 0.2 0.09
H 3.3381 1.3300 -6.4292 0.3 -0.2 0.7 0.07
H 2.6070 1.6790 -8.6351 -0.2 0.3 0.5 0.10
H 2.1454 0.1141 -9.1133 -0.3 -0.1 -0.1 0.14
H 0.2204 2.3095 -8.3016 -0.1 0.2 -0.3 0.14
H -0.3850 -0.3503 -9.6291 -0.2 0.2 -0.3 0.08
H -1.6075 0.8641 -9.1404 -0.1 0.0 0.1 0.08
H -0.5893 -0.0776 -7.9634 -0.3 0.4 0.2 0.07
H 1.4210 2.5884 -10.3503 -0.3 0.3 -0.2 0.04
H 0.8403 1.2637 -10.9902 -0.3 -0.2 0.1 0.07
C 3.8759 3.3908 1.3240 1.2 0.6 0.8 -0.09
O 2.9095 4.2625 1.8673 -0.5 -0.3 -0.5 -0.18
C 3.4344 5.3999 2.4859 -0.2 1.2 0.7 -0.22
C 3.7051 5.2694 3.9887 -0.2 -1.5 0.5 -0.42
C 4.8817 4.3975 4.3987 1.7 0.9 -0.3 -0.08
N 2.5188 4.7476 4.7277 0.0 1.0 -0.6 0.03
H 4.5219 3.0655 2.1499 -0.1 -0.6 -0.2 0.07
H 4.5808 3.9220 0.6678 -0.4 0.0 -0.3 0.08
H 3.4205 2.5520 0.8111 -0.2 0.1 0.1 0.09
H 4.2808 5.8408 1.9444 0.2 -0.3 0.0 0.12
H 2.6585 6.1777 2.4850 -0.1 -0.2 -0.5 0.12
H 3.8431 6.2818 4.3710 0.3 0.0 -0.1 0.14
H 4.8218 3.3276 4.2126 -0.6 0.0 0.2 0.07
H 5.1713 4.6046 5.4300 -0.5 -0.4 0.2 0.07
H 5.8048 4.7108 3.8811 -0.3 0.0 -0.3 0.07
H 1.8765 5.5382 4.6779 -0.4 -0.4 0.3 0.06
H 2.0757 4.0221 4.1693 0.1 -0.1 0.0 0.07
C 9.5817 7.4839 -7.6949 -0.1 0.5 -0.4 -0.11
O 10.6563 6.5763 -7.6740 -0.5 0.0 0.4 -0.19
C 11.0697 6.1706 -6.3962 1.1 -0.1 0.9 -0.22
C 12.5498 5.7936 -6.5473 -0.5 -0.2 0.1 -0.45
C 13.2104 5.3036 -5.2702 0.2 -0.7 -0.1 -0.08
N 13.3127 6.9403 -7.0471 -0.2 0.6 -1.3 0.04
H 8.6320 7.1077 -7.3017 0.1 -0.4 0.0 0.07
H 9.4761 7.7450 -8.7485 -0.3 0.0 0.1 0.09
H 9.7869 8.4114 -7.1468 0.2 -0.1 0.1 0.09
H 10.9634 6.9374 -5.6157 0.0 0.4 -0.4 0.13
H 10.5293 5.3120 -5.9812 -0.2 -0.1 -0.4 0.12
H 12.5032 4.9763 -7.2784 0.3 0.0 0.0 0.13
H 13.4636 6.1211 -4.5991 -0.1 0.1 0.0 0.07
H 14.1398 4.8061 -5.5625 0.1 0.2 0.1 0.07
H 12.6498 4.5358 -4.7301 -0.3 0.2 0.0 0.07
H 12.6604 7.5184 -7.5823 -0.2 0.2 0.6 0.06
H 13.8795 6.6826 -7.8553 0.5 -0.5 0.5 0.07
N 6.7040 6.3220 -0.2732 0.8 0.8 1.7 0.17
C 6.6038 7.6819 -0.0911 -2.3 0.0 -0.8 -0.67
N 6.1570 8.2793 -1.2544 0.5 0.5 -0.5 0.14
O 6.5731 8.2866 0.9613 0.8 -0.6 0.4 0.04
H 7.1660 5.9218 0.5288 0.1 -0.7 -0.4 0.10
H 6.7356 5.9176 -1.1919 0.1 -0.3 0.1 0.07
H 6.7122 8.0304 -2.0631 -0.2 0.3 -0.2 0.07
H 6.0560 9.2751 -1.1267 0.1 0.1 -0.2 0.10
N 6.2172 7.5390 -4.8349 -0.5 0.5 0.2 0.17
C 6.2246 8.8906 -4.5651 0.7 0.0 0.1 -0.70
N 4.9976 9.4793 -4.5735 -0.4 -0.5 0.0 0.16
O 7.2553 9.5059 -4.3480 0.0 0.1 -0.2 0.02
H 7.1078 7.0673 -4.8296 -0.1 -0.2 0.1 0.08
H 5.3697 7.0312 -4.6221 0.4 -0.3 -0.3 0.05
H 4.8998 10.4709 -4.4805 0.2 0.0 0.2 0.10
H 4.1940 8.8761 -4.5626 -0.2 0.3 -0.2 0.05
N 2.4165 7.3154 -5.0527 0.5 0.2 0.1 0.15
C 3.0572 6.3488 -4.3222 -1.7 -0.4 0.6 -0.69
N 2.7303 6.4151 -2.9902 0.6 -0.2 -0.6 0.18
O 3.7166 5.4472 -4.8018 0.7 0.2 -0.2 0.04
H 1.7906 7.9341 -4.5707 -0.1 0.1 -0.4 0.10
H 2.4684 7.3056 -6.0537 -0.1 0.0 0.0 0.11
H 3.2522 5.8041 -2.3878 -0.2 0.1 0.3 0.11
H 2.1440 7.1494 -2.6427 0.2 -0.1 0.4 0.10

=====

169
Properties=species:S:1:pos:R:3:forces:R:3:lowdin_charge:R:1 method="wB97M-V/def2-TZVPD" homo_energy_ha=-0.3167 multiplicity=1 lumo_ev=-0.3 fmax_ev_per_a=9.17
C 5.9441 -1.3060 0.2384 1.4 -0.5 -0.6 -0.11
O 5.1915 -0.8488 -0.9735 0.5 1.7 1.8 -0.29
C 4.8906 0.6016 -0.8632 -0.6 0.7 0.5 -0.18
C 4.1458 0.9763 0.5864 1.0 0.2 -0.1 -0.19
C 3.2848 2.3718 0.5056 -0.8 -1.0 0.5 -0.22
C 1.8820 2.1715 -0.3542 0.5 0.7 0.4 -0.20
C 0.7752 3.1890 0.3463 -0.1 -0.8 -0.9 -0.21
C -0.4204 3.6722 -0.6805 0.0 1.2 0.9 -0.18
C -1.6738 4.1980 0.2793 0.7 -0.1 0.5 -0.19
C -2.7584 3.0257 0.6503 -0.5 0.7 0.0 -0.20
C -3.4065 2.3064 -0.6725 0.1 0.5 0.7 -0.15
C -3.0090 0.7293 -0.8745 -1.0 2.7 -1.5 -0.52
P -3.1588 -0.4802 0.6254 -0.2 -0.9 0.7 0.99
C -1.3838 -0.5232 1.4268 0.9 0.9 -0.5 -0.27
C -4.3413 0.1908 1.9665 -0.2 0.5 1.0 -0.30
O -1.6269 0.3904 -1.3512 -2.0 -4.0 0.0 -0.22
C -1.8841 -0.9613 -1.9505 3.7 -3.1 0.4 -0.37
O -0.9246 -1.8802 -2.0920 -6.7 6.2 0.7 0.02
O -3.3366 -1.1258 -2.2909 2.9 1.7 0.0 -0.16
C -3.7844 0.2956 -2.2916 1.9 -0.9 2.2 -0.43
Br -2.5298 1.0552 -3.7097 -2.1 0.6 -0.7 0.83
H 5.2144 -1.8683 0.9624 1.5 1.2 -1.2 0.10
H 6.7756 -2.0522 -0.1813 -2.1 1.5 1.3 0.09
H 6.5505 -0.4295 0.7512 -1.6 -1.6 -0.9 0.10
H 5.9044 1.2088 -0.9446 -2.0 -1.1 0.2 0.12
H 4.1566 0.9250 -1.7456 1.7 -1.0 1.8 0.14
H 3.4921 0.0345 0.9185 1.2 2.2 -0.8 0.12
H 5.0007 1.1262 1.4001 -1.9 -0.4 -1.7 0.11
H 2.9768 2.6568 1.6204 0.7 -0.6 -2.3 0.11
H 3.8859 3.2845 0.0657 -1.0 -2.0 0.8 0.12
H 2.1343 2.4534 -1.4690 -0.8 -0.4 2.1 0.11
H 1.5031 1.0501 -0.3560 0.8 2.3 0.1 0.12
H 0.2775 2.6289 1.2727 1.1 1.2 -1.9 0.10
H 1.3620 4.1224 0.7424 -1.3 -1.7 -0.7 0.12
H -0.0369 4.6449 -1.2525 -0.8 -2.3 1.0 0.10
H -0.7539 2.8501 -1.4522 0.7 1.5 1.6 0.10
H -2.1622 5.1956 -0.1452 0.8 -2.3 0.7 0.12
H -1.1563 4.5078 1.3090 -1.2 -0.5 -2.2 0.10
H -2.2640 2.2388 1.3618 -0.9 1.5 -1.4 0.07
H -3.6604 3.5280 1.2420 2.0 -1.1 -1.1 0.11
H -4.5927 2.3349 -0.5415 2.5 -0.3 -0.3 0.13
H -3.1682 2.9940 -1.5932 -0.4 -1.6 1.5 0.10
H -0.7132 -1.2696 0.7864 -1.6 1.5 1.5 0.06
H -1.4181 -0.8302 2.5707 0.0 0.7 -2.6 0.06
H -0.8951 0.5442 1.2745 -0.8 -2.2 0.7 0.03
H -3.9751 1.2213 2.3994 -1.0 -1.9 -0.8 0.03
H -4.3358 -0.5988 2.8601 0.0 1.5 -2.1 0.06
H -5.4440 0.2399 1.5429 2.3 0.0 0.9 0.06
H -4.9267 0.5305 -2.3886 2.4 -0.9 -0.1 0.16
C -1.6847 3.0011 4.1558 0.2 0.2 0.1 -0.13
O -3.0767 2.7448 4.1228 -0.8 0.1 0.2 -0.16
H -1.1565 2.1507 3.7186 -0.1 0.0 0.1 0.07
H -1.4652 3.9009 3.5760 0.2 0.0 0.0 0.07
H -1.3622 3.1342 5.1914 0.2 0.0 -0.1 0.09
H -3.5188 3.5160 4.5171 0.2 -0.4 -0.2 0.09
C -5.8046 5.7432 -0.2120 -0.1 0.1 0.1 -0.16
O -5.9156 4.8026 0.8403 -0.3 -0.1 0.5 -0.14
H -5.0104 5.4245 -0.8910 -0.1 0.0 0.1 0.07
H -6.7496 5.7936 -0.7581 0.1 0.2 -0.2 0.08
H -5.5566 6.7246 0.2000 0.0 0.1 -0.2 0.08
H -6.6274 5.1118 1.4262 0.4 -0.3 -0.2 0.09
C 0.9339 5.8288 -3.7986 0.1 0.1 -0.2 -0.16
O 0.4005 6.7755 -2.8911 -0.2 0.6 0.1 -0.14
H 0.7693 4.8244 -3.4017 0.0 0.2 0.0 0.07
H 0.4304 5.9240 -4.7637 0.1 -0.2 -0.1 0.07
H 2.0067 6.0002 -3.9167 0.0 -0.2 -0.1 0.08
H 0.5613 7.6565 -3.2697 -0.1 -0.5 0.3 0.09
C -4.3805 -1.1314 5.7805 0.2 0.1 -0.2 -0.17
O -3.8178 0.1219 6.1228 0.0 0.5 -0.2 -0.12
H -4.4962 -1.7285 6.6880 0.1 0.2 -0.1 0.07
H -5.3596 -0.9787 5.3200 -0.1 -0.3 -0.1 0.07
H -3.7167 -1.6525 5.0863 -0.2 -0.3 0.0 0.07
H -3.7270 0.6292 5.2982 0.1 -0.1 0.5 0.05
C -4.9221 -1.6708 -5.7641 0.2 0.1 0.0 -0.15
O -5.0137 -2.9708 -5.2110 0.2 -0.5 0.5 -0.13
H -5.5394 -1.6234 -6.6642 0.1 -0.1 0.2 0.07
H -5.2836 -0.9387 -5.0380 0.0 0.2 -0.1 0.07
H -3.8828 -1.4577 -6.0260 -0.1 0.2 -0.1 0.08
H -4.4562 -2.9826 -4.4145 -0.3 0.1 -0.4 0.07
C -6.6860 -3.1154 1.0760 0.2 0.0 -0.2 -0.17
O -5.3103 -3.4454 1.0223 0.2 0.0 -0.3 -0.15
H -7.0808 -3.3969 2.0549 0.1 0.0 -0.1 0.08
H -6.8094 -2.0394 0.9313 -0.3 0.1 0.0 0.06
H -7.2236 -3.6626 0.2977 -0.3 0.1 0.1 0.08
H -4.9878 -3.1844 0.1429 0.0 -0.1 0.6 0.06
C -7.1516 1.6389 4.8159 0.2 -0.1 0.0 -0.15
O -6.2404 2.7221 4.8433 0.5 0.2 -0.2 -0.13
H -8.1275 1.9868 5.1625 0.2 0.0 0.0 0.08
H -7.2427 1.2639 3.7937 -0.2 -0.2 0.0 0.07
H -6.7949 0.8446 5.4764 -0.2 -0.1 0.0 0.06
H -5.3842 2.3833 4.5311 -0.4 0.2 0.2 0.04
C -3.1938 -5.0620 5.8768 0.2 -0.4 0.1 -0.14
O -4.2958 -4.3442 5.3528 -0.7 0.1 -0.3 -0.15
H -2.4410 -4.3517 6.2263 -0.2 0.0 -0.1 0.09
H -3.5254 -5.6800 6.7146 0.2 0.0 0.1 0.08
H -2.7623 -5.6911 5.0943 0.2 0.0 0.1 0.08
H -4.9468 -5.0003 5.0508 0.3 0.4 0.1 0.10
C -2.2682 -5.6919 -5.3118 -0.1 0.2 0.1 -0.16
O -3.6602 -5.9482 -5.3447 -0.5 0.2 0.2 -0.13
H -1.7400 -6.5424 -5.7490 -0.2 0.1 0.1 0.08
H -2.0487 -4.7922 -5.8915 0.3 0.0 0.0 0.07
H -1.9457 -5.5589 -4.2761 0.3 0.0 -0.1 0.08
H -4.1023 -5.1771 -4.9505 0.1 -0.4 -0.4 0.05
C 0.6666 -0.8873 -5.0392 0.0 0.0 0.3 -0.17
O 1.2268 -0.6070 -3.7695 0.0 0.1 0.4 -0.14
H 1.3951 -0.6333 -5.8127 -0.1 0.0 0.2 0.08
H 0.4243 -1.9507 -5.1048 -0.1 0.0 -0.3 0.08
H -0.2359 -0.2875 -5.1808 -0.1 -0.1 -0.3 0.04
H 0.5581 -0.8420 -3.1039 0.3 0.0 -0.2 0.03
C -6.8638 -3.7738 7.9573 0.3 0.0 -0.1 -0.16
O -5.4881 -4.1039 7.9036 0.1 0.1 0.0 -0.15
H -7.2587 -4.0553 8.9362 0.1 0.0 -0.1 0.08
H -6.9873 -2.6979 7.8126 -0.3 0.0 0.0 0.07
H -7.4014 -4.3211 7.1790 -0.3 0.1 0.0 0.07
H -5.1657 -3.8429 7.0242 0.0 -0.3 0.2 0.02
C -6.8468 -3.6226 -8.4561 0.1 -0.2 0.1 -0.17
O -5.4904 -4.0010 -8.6020 0.3 -0.2 0.2 -0.13
H -7.1522 -3.0497 -9.3347 0.1 -0.1 0.1 0.08
H -7.4687 -4.5172 -8.3728 -0.2 0.1 0.0 0.08
H -6.9591 -3.0031 -7.5629 -0.3 0.0 0.0 0.06
H -5.2479 -4.5073 -7.8081 0.0 0.3 -0.4 0.08
C 1.2724 -1.2785 4.9270 0.2 0.0 0.0 -0.15
O 0.7017 -0.4619 3.9211 0.1 0.3 -0.5 -0.15
H 0.4888 -1.5821 5.6250 0.1 0.1 -0.2 0.08
H 1.7139 -2.1670 4.4693 0.1 -0.1 0.2 0.08
H 2.0379 -0.7140 5.4651 0.0 -0.2 0.2 0.08
H 1.4203 -0.2082 3.3171 -0.5 -0.1 0.3 0.08
C -2.7000 7.0745 -5.1812 0.1 0.0 0.2 -0.17
O -2.7916 5.7744 -4.6281 0.2 -0.3 0.4 -0.14
H -3.3172 7.1219 -6.0813 0.1 -0.1 0.2 0.08
H -3.0615 7.8066 -4.4551 0.0 0.2 -0.2 0.08
H -1.6607 7.2876 -5.4431 0.0 0.3 -0.1 0.06
H -2.2341 5.7627 -3.8316 -0.3 0.0 -0.4 0.07
C 9.4976 0.8433 0.0459 0.3 0.0 -0.1 -0.15
O 8.5287 1.6102 0.7370 -0.3 0.5 0.3 -0.15
H 9.0172 -0.0461 -0.3684 -0.1 0.1 0.1 0.08
H 9.9220 1.4376 -0.7669 0.1 -0.2 -0.1 0.08
H 10.2855 0.5395 0.7395 0.1 -0.1 -0.2 0.06
H 8.9839 2.3920 1.0933 -0.2 -0.5 -0.1 0.09
C 6.7180 -4.8011 -2.1004 -0.2 -0.1 0.0 -0.15
O 7.0559 -3.5175 -1.6080 0.0 0.4 -0.1 -0.17
H 7.4908 -5.5120 -1.7988 0.0 0.2 0.0 0.07
H 5.7573 -5.1114 -1.6826 0.1 -0.2 -0.2 0.06
H 6.6602 -4.7702 -3.1913 -0.1 -0.3 0.0 0.08
H 6.3527 -2.9085 -1.8911 0.2 -0.3 0.1 0.06
C 3.3689 -3.4730 -0.6087 -0.2 0.3 0.0 -0.15
O 3.7548 -3.9522 -1.8838 -0.1 0.2 -0.6 -0.13
H 3.8733 -4.0628 0.1601 0.0 0.0 -0.2 0.09
H 3.6591 -2.4242 -0.5094 -0.1 -0.1 0.2 0.05
H 2.2871 -3.5754 -0.4921 0.0 0.0 0.2 0.08
H 3.2917 -3.4102 -2.5451 0.3 -0.3 0.3 0.09
C 10.2666 -4.4361 -0.3770 -0.3 0.0 0.0 -0.17
O 10.8268 -4.1558 0.8926 -0.1 0.0 0.7 -0.14
H 10.9951 -4.1821 -1.1505 0.0 0.0 0.2 0.08
H 10.0243 -5.4995 -0.4427 -0.1 0.0 -0.3 0.07
H 9.3641 -3.8363 -0.5186 0.0 -0.1 -0.3 0.06
H 10.1581 -4.3908 1.5583 0.5 0.2 -0.4 0.08
C 8.1666 3.6563 -2.6127 -0.1 -0.1 0.2 -0.16
O 8.7268 3.9366 -1.3430 -0.1 0.1 0.5 -0.14
H 8.8951 3.9102 -3.3862 -0.1 0.0 0.2 0.08
H 7.9243 2.5929 -2.6784 -0.1 0.0 -0.2 0.07
H 7.2641 4.2561 -2.7543 0.0 -0.1 -0.3 0.07
H 8.0581 3.7016 -0.6774 0.4 0.0 -0.3 0.07
C 11.5062 -0.1526 3.8069 -0.1 -0.2 -0.1 -0.16
O 10.4042 0.5652 3.2830 -0.5 -0.1 -0.2 -0.14
H 12.2590 0.5578 4.1565 -0.2 0.0 -0.1 0.08
H 11.1746 -0.7706 4.6448 0.3 -0.1 0.1 0.08
H 11.9377 -0.7817 3.0244 0.2 -0.1 0.2 0.08
H 9.7532 -0.0909 2.9809 0.3 0.5 0.1 0.08

=====

no.,Kohn-Sham gap (eV)
1,9.22
2,8.28